No. 1
{"formula": "C32H30BrF5HfN5O5S3", "method": "ωB97M-V with the def2-TZVPD basis set", "homo_ev": -5.33, "total_charge": -1, "total_energy_ev": -168809.981, "orbital_gap_ev": 6.7, "relative_energy_kj_mol": 186.5, "elements": ["Hf", "C", "S", "C", "S", "N", "N", "C", "C", "C", "C", "C", "C", "N", "H", "H", "H", "H", "H", "H", "H", "H", "C", "C", "N", "C", "C", "N", "C", "O", "O", "C", "O", "O", "H", "H", "H", "H", "H", "C", "C", "C", "C", "C", "C", "C", "C", "C", "C", "C", "C", "O", "H", "H", "H", "H", "H", "H", "H", "H", "H", "H", "H", "H", "H", "H", "H", "H", "H", "Br", "F", "C", "C", "F", "C", "F", "C", "S", "C", "F", "C", "F"], "xyz": [[0.1131, 0.0441, -0.2211], [5.0895, -1.8000, 2.6254], [4.9136, -0.5067, 1.3688], [3.3946, -0.9453, 0.5822], [2.2040, -1.9114, 1.2872], [3.3133, -0.4729, -0.6418], [2.1106, -0.6651, -1.1986], [2.0514, -0.8972, -2.4599], [0.8236, -1.4866, -2.9485], [0.6267, -1.8374, -4.2818], [-0.4639, -2.6194, -4.6106], [-1.3021, -3.0625, -3.5977], [-1.0680, -2.6072, -2.3105], [-0.0624, -1.8094, -1.9895], [5.7265, -1.4054, 3.4140], [5.5427, -2.6829, 2.1792], [4.1044, -2.0400, 3.0161], [2.9365, -0.8540, -3.0873], [1.3259, -1.4964, -5.0338], [-0.6505, -2.8968, -5.6402], [-2.1196, -3.7424, -3.7917], [-1.6977, -2.9103, -1.4846], [-4.4297, -1.6004, -1.5742], [-3.6484, -0.4970, -2.1964], [-2.3892, -0.1845, -1.9889], [-2.1028, 0.8384, -2.8551], [-3.2150, 1.1521, -3.5970], [-4.1826, 0.2945, -3.1564], [-3.5532, 2.1165, -4.6684], [-2.5845, 2.8847, -5.0997], [-4.6840, 2.1496, -5.1079], [-0.7394, 1.4194, -2.9366], [-0.4829, 2.2554, -3.8073], [0.1221, 0.9714, -2.1021], [-3.8144, -2.1434, -0.8642], [-4.7695, -2.2885, -2.3512], [-5.3028, -1.2061, -1.0519], [-5.1316, 0.3220, -3.4934], [-1.7186, 2.6752, -4.6242], [1.3564, 3.9420, -0.5787], [2.7389, 3.7098, 0.0071], [3.6834, 3.0512, -0.9995], [2.7444, 3.0013, 1.3643], [3.6371, 3.6121, 2.2384], [3.7666, 3.2433, 3.5577], [2.9035, 2.2855, 4.0335], [1.9870, 1.6206, 3.2257], [1.1150, 0.6677, 4.0506], [1.8074, -0.6760, 4.2914], [-0.3131, 0.4573, 3.5738], [1.9602, 1.8910, 1.8231], [1.2434, 1.0870, 0.9869], [1.4214, 4.5490, -1.4841], [0.7093, 4.4479, 0.1387], [0.9061, 3.0092, -0.8474], [3.1475, 4.7039, 0.2151], [3.3662, 2.0388, -1.2260], [4.6971, 2.9957, -0.5962], [3.7030, 3.6315, -1.9261], [4.2418, 4.4270, 1.8560], [4.4847, 3.7285, 4.2068], [2.9302, 2.0341, 5.0887], [1.0358, 1.1599, 5.0260], [1.8780, -1.2407, 3.3667], [1.2354, -1.2643, 5.0142], [2.8165, -0.5257, 4.6826], [-0.3382, -0.1119, 2.6546], [-0.8240, 1.4063, 3.4195], [-0.8672, -0.1098, 4.3256], [-1.6530, 1.8638, 0.2639], [-6.4302, -3.6093, 2.1271], [-5.1675, -3.2748, 1.8412], [-4.3065, -4.2079, 1.2964], [-4.7519, -5.4456, 1.0465], [-2.9996, -3.8630, 1.0100], [-2.2133, -4.7938, 0.4586], [-2.4893, -2.5845, 1.2588], [-0.8050, -2.2398, 0.9793], [-3.4002, -1.6628, 1.7979], [-2.9884, -0.4278, 2.0351], [-4.7088, -1.9920, 2.0874], [-5.5458, -1.0887, 2.6081]]}

***

No. 2
{"formula": "C24H28N4O3", "method": "ωB97M-V with the def2-TZVPD basis set", "homo_ev": -9.11, "total_charge": 0, "total_energy_ev": -37425.230, "orbital_gap_ev": 9.1, "relative_energy_kj_mol": 2217.9, "elements": ["C", "O", "C", "C", "C", "C", "C", "C", "O", "C", "C", "C", "C", "N", "C", "C", "C", "C", "C", "O", "C", "C", "C", "N", "C", "N", "C", "N", "C", "C", "C", "H", "H", "H", "H", "H", "H", "H", "H", "H", "H", "H", "H", "H", "H", "H", "H", "H", "H", "H", "H", "H", "H", "H", "H", "H", "H", "H", "H"], "xyz": [[2.6621, 1.1430, -5.5485], [3.4231, 0.9569, -4.4938], [2.6667, 1.4300, -3.2740], [1.3283, 1.6429, -2.9882], [0.6044, 1.8622, -2.0368], [1.4123, 1.8128, -0.7758], [2.7631, 1.4907, -0.7715], [3.5806, 1.4168, 0.4292], [4.7302, 1.7065, 0.3903], [2.7134, 1.3839, 1.6061], [3.7492, 1.5910, 3.0816], [3.0244, 1.0450, 4.2394], [2.1847, -0.1254, 4.1853], [1.2808, -0.4348, 3.0637], [0.1291, 0.5784, 3.0805], [-0.8709, 0.2813, 1.8981], [-1.4586, 1.2280, 1.4438], [-2.2191, 0.9982, 0.2076], [-2.5041, -0.1776, -0.2448], [-3.3339, -0.4681, -1.4718], [-4.1004, 0.5380, -2.1393], [-1.7801, -1.2599, 0.1840], [-1.9593, -2.8076, -0.2618], [-3.5225, -2.7790, -0.1569], [-4.3082, -2.7375, 0.7909], [-5.4187, -3.1291, 0.5376], [-5.3770, -3.7061, -0.8591], [-3.9680, -3.4259, -1.0949], [-0.9718, -1.0218, 1.3453], [2.0795, 0.0454, 1.7124], [3.3355, 1.5427, -2.0917], [2.1777, 1.9990, -5.7968], [1.8386, 0.2203, -5.5303], [3.4867, 0.8197, -6.3180], [0.8508, 1.5774, -4.0181], [-0.3965, 2.0075, -2.1872], [0.7532, 2.1156, 0.2063], [2.0524, 2.1948, 1.8619], [4.1558, 2.4381, 3.1442], [4.4916, 0.8572, 2.9019], [2.3376, 1.6703, 4.5948], [3.5587, 1.0127, 5.1197], [1.5993, -0.4206, 4.8367], [2.9354, -1.1009, 4.1864], [0.1716, 1.5871, 3.1605], [-0.5433, 0.1329, 3.9550], [-1.4798, 2.1093, 1.7813], [-2.8072, 1.8814, -0.1486], [-4.4819, -0.0451, -2.7238], [-3.1992, 1.4099, -2.3378], [-4.6723, 0.9589, -1.2651], [-1.2880, -3.3937, 0.3641], [-1.8580, -2.7535, -1.3721], [-4.0798, -2.1597, 1.5106], [-5.9037, -4.2522, -1.4115], [-0.5306, -1.8807, 2.0776], [1.2850, 0.0194, 1.0166], [2.9079, -0.8624, 1.6006], [4.3605, 1.1276, -1.8851]]}

***

No. 3
{"formula": "CH6N4O2", "method": "ωB97M-V with the def2-TZVPD basis set", "homo_ev": -8.07, "total_charge": 0, "total_energy_ev": -11184.944, "orbital_gap_ev": 8.9, "relative_energy_kj_mol": 392.4, "elements": ["N", "N", "C", "N", "O", "N", "O", "H", "H", "H", "H", "H", "H"], "xyz": [[-0.5469, 2.0092, 0.1436], [-0.9098, 0.5947, -0.0448], [0.0899, -0.2735, -0.1418], [-0.0922, -1.5468, -0.2236], [-1.4990, -1.8887, -0.0602], [1.5019, 0.0761, -0.0844], [2.3671, -0.8308, 0.4723], [-1.1400, 2.4678, 0.9052], [-0.5958, 2.5536, -0.7545], [-1.8290, 0.3036, -0.3873], [-1.5381, -2.9123, 0.0753], [1.6377, 0.9222, 0.3995], [2.5541, -1.4750, -0.2994]]}

***

No. 4
{"formula": "C47H61InO4", "method": "ωB97M-V with the def2-TZVPD basis set", "homo_ev": -7.55, "total_charge": 0, "total_energy_ev": -63095.150, "orbital_gap_ev": 7.9, "elements": ["In", "C", "O", "C", "C", "C", "C", "C", "C", "C", "C", "C", "C", "C", "C", "C", "C", "C", "C", "C", "C", "C", "C", "C", "C", "C", "C", "C", "C", "C", "C", "C", "C", "O", "C", "C", "C", "C", "C", "O", "C", "C", "C", "C", "C", "C", "O", "C", "C", "C", "C", "H", "H", "H", "H", "H", "H", "H", "H", "H", "H", "H", "H", "H", "H", "H", "H", "H", "H", "H", "H", "H", "H", "H", "H", "H", "H", "H", "H", "H", "H", "H", "H", "H", "H", "H", "H", "H", "H", "H", "H", "H", "H", "H", "H", "H", "H", "H", "H", "H", "H", "H", "H", "H", "H", "H", "H", "H", "H", "C", "H", "H", "H"], "xyz": [[0.8318, 1.7145, 0.2893], [1.7885, 2.1261, 3.6688], [0.9707, 1.4501, 2.7063], [0.6439, 0.1153, 2.9942], [-0.7068, -0.1580, 3.2033], [-1.7585, 0.9240, 3.0923], [-2.4425, 1.0529, 1.7340], [-3.7240, 1.5886, 1.6750], [-4.4180, 1.7647, 0.4802], [-3.7975, 1.3190, -0.6838], [-2.5263, 0.7586, -0.6703], [-1.9230, 0.1759, -1.9332], [-0.6804, 0.8894, -2.4171], [-0.7824, 2.1138, -3.0505], [0.3353, 2.8274, -3.4886], [1.5819, 2.2869, -3.2188], [1.7513, 1.0484, -2.5883], [3.1828, 0.6068, -2.3016], [3.4034, -0.4585, -1.2610], [3.8517, -1.7398, -1.5514], [4.0332, -2.6931, -0.5535], [3.7648, -2.3072, 0.7590], [3.3320, -1.0320, 1.0904], [3.0455, -0.6413, 2.5264], [1.5991, -0.8791, 2.9244], [1.1782, -2.1906, 3.1737], [-0.1399, -2.5101, 3.4451], [-1.0716, -1.4666, 3.4424], [-0.6055, -3.9351, 3.7368], [-1.6496, -4.3533, 2.6935], [0.5466, -4.9383, 3.6952], [-1.2375, -3.9817, 5.1354], [3.1598, -0.1001, 0.0659], [2.7744, 1.1689, 0.3500], [4.5133, -4.1165, -0.8347], [4.7699, -4.3510, -2.3223], [5.8206, -4.3805, -0.0732], [3.4464, -5.1167, -0.3678], [0.6011, 0.3294, -2.2473], [0.7034, -0.9542, -1.7703], [0.7585, -1.9199, -2.8090], [0.1392, 4.1497, -4.2278], [-0.5940, 5.1421, -3.3149], [-0.7037, 3.8952, -5.4860], [1.4665, 4.7737, -4.6551], [-1.8206, 0.6803, 0.5339], [-0.5521, 0.2348, 0.5102], [-5.8147, 2.3888, 0.4877], [-6.7775, 1.4810, 1.2643], [-6.3681, 2.5824, -0.9249], [-5.7620, 3.7630, 1.1682], [1.9937, 1.4662, 4.5094], [2.7245, 2.4292, 3.2000], [1.2505, 3.0080, 4.0169], [-2.5382, 0.7139, 3.8271], [-1.3223, 1.8870, 3.3677], [-4.1957, 1.8727, 2.6117], [-4.3147, 1.3827, -1.6327], [-1.6804, -0.8735, -1.7652], [-2.6873, 0.2275, -2.7110], [-1.7754, 2.5311, -3.1845], [2.4788, 2.8374, -3.4757], [3.6736, 0.3504, -3.2445], [3.6801, 1.5041, -1.9242], [4.0505, -1.9874, -2.5876], [3.9006, -3.0234, 1.5636], [3.6840, -1.2344, 3.1843], [3.3159, 0.4031, 2.6556], [1.9266, -2.9704, 3.1171], [-2.1254, -1.6812, 3.5847], [-1.2246, -4.3218, 1.6883], [-1.9933, -5.3715, 2.8909], [-2.5202, -3.6965, 2.7087], [1.0033, -4.9873, 2.7042], [1.3234, -4.6914, 4.4214], [0.1682, -5.9332, 3.9374], [-2.1030, -3.3218, 5.2051], [-1.5660, -4.9976, 5.3673], [-0.5164, -3.6722, 5.8947], [5.5404, -3.6808, -2.7088], [5.1119, -5.3766, -2.4742], [3.8632, -4.2108, -2.9153], [6.5848, -3.6550, -0.3586], [5.6768, -4.3096, 1.0057], [6.1957, -5.3825, -0.2966], [2.5125, -4.9674, -0.9142], [3.7837, -6.1424, -0.5377], [3.2320, -5.0050, 0.6962], [1.6354, -1.7691, -3.4447], [0.8285, -2.8917, -2.3259], [-0.1435, -1.8742, -3.4275], [-1.5759, 4.7679, -3.0206], [-0.0199, 5.3289, -2.4047], [-0.7383, 6.0944, -3.8301], [-1.6967, 3.5200, -5.2358], [-0.8257, 4.8228, -6.0497], [-0.2198, 3.1613, -6.1337], [2.0905, 5.0280, -3.7957], [2.0341, 4.1076, -5.3078], [1.2705, 5.6947, -5.2067], [-6.8313, 0.4926, 0.8036], [-6.4538, 1.3516, 2.2986], [-7.7823, 1.9111, 1.2761], [-6.5240, 1.6291, -1.4336], [-7.3336, 3.0898, -0.8715], [-5.7017, 3.1945, -1.5358], [-5.3982, 3.6918, 2.1941], [-5.0984, 4.4375, 0.6228], [-6.7589, 4.2099, 1.1957], [0.1036, 3.6948, 0.0563], [-0.5446, 3.9109, 0.9050], [-0.4816, 3.7325, -0.8604], [0.9167, 4.4158, 0.0101]]}

***

No. 5
{"formula": "C4H10N2", "method": "ωB97M-V with the def2-TZVPD basis set", "homo_ev": -8.00, "total_charge": 0, "total_energy_ev": -7287.799, "orbital_gap_ev": 8.9, "relative_energy_kj_mol": 272.1, "elements": ["C", "C", "N", "H", "H", "H", "H", "H", "C", "C", "N", "H", "H", "H", "H", "H"], "xyz": [[1.6597, 2.4616, -2.5363], [1.3698, 1.4712, -1.6799], [0.1179, 1.1830, -1.2292], [2.6723, 2.6470, -2.9959], [1.0005, 3.2238, -2.7382], [2.1727, 0.7895, -1.3956], [-0.1103, 0.2993, -0.9245], [-0.7337, 1.6990, -1.5284], [-0.3299, -2.6877, 1.5923], [-0.8630, -1.4451, 1.5676], [-1.9424, -0.9127, 2.1684], [-0.9673, -3.5101, 1.8124], [0.6643, -3.0609, 1.6285], [-0.2872, -0.6570, 0.9846], [-2.4071, -1.5011, 2.8915], [-2.0163, 0.0002, 2.3828]]}